[1]
DFT (the ωB97M-V functional and the def2-TZVPD basis) results for an isolated molecule of C7H14N2.

Geometry as XYZ:
```
23
Properties=species:S:1:pos:R:3:forces:R:3
C -1.49779 1.39766 1.09910 0.5 -0.5 -0.4
N -0.49807 1.77185 0.08394 -0.2 0.9 2.0
N -0.82759 1.46383 -1.25660 -1.0 0.2 -1.2
C 0.25557 0.48352 -1.35593 0.3 -0.6 0.2
C -0.38493 -0.94681 -1.33637 2.3 0.1 -1.4
C 0.41754 -1.94175 -0.48368 0.2 0.9 -0.5
C 0.49948 -1.41932 0.93868 0.7 0.3 0.0
C 1.16328 -0.05753 1.06718 0.8 1.3 -0.9
C 0.78372 1.02183 -0.00210 -1.3 -2.3 0.7
H -1.04791 1.53482 2.08278 0.0 0.1 0.0
H -2.38058 2.02852 1.05233 0.1 0.2 -0.2
H -1.83244 0.34703 1.04274 0.0 0.2 -0.1
H -0.64353 2.27895 -1.83575 0.0 0.1 0.2
H 0.97027 0.67113 -2.17240 -0.4 -0.4 0.0
H -0.41146 -1.27100 -2.40920 -0.2 0.1 0.9
H -1.37891 -0.88545 -0.97207 -0.9 0.2 0.3
H 1.41209 -2.10977 -0.92314 0.0 0.2 0.2
H -0.06024 -2.89969 -0.50961 -0.4 -0.6 0.1
H 1.09579 -2.08324 1.54565 0.0 -0.5 0.3
H -0.47807 -1.35004 1.37154 -0.7 -0.2 0.2
H 2.26426 -0.16930 1.02974 -0.4 -0.1 -0.3
H 1.03705 0.38679 2.04734 -0.4 0.0 0.4
H 1.54246 1.74798 -0.10414 1.2 0.6 -0.2
```
Forces are in eV/Å.

Lowest unoccupied orbital energy: 1.09 eV
HOMO energy: -7.7952 eV
SMILES string: CN1N[C@@H]2CCCC[C@@H]21
ΔE to the lowest compared entry with this formula, charge and spin: 48.1 kcal/mol
Frontier orbital gap: 0.327 Eh
Maximum force: 2.7 eV/A

[2]
DFT (the ωB97M-V functional and the def2-TZVPD basis) results for an isolated molecule of C7H14N2.

Geometry as XYZ:
```
23
Properties=species:S:1:pos:R:3:forces:R:3
C 2.53472 -0.01271 0.15556 -0.2 0.0 -0.2
C 1.05752 -0.04326 -0.00936 -0.5 -0.6 0.3
C 0.11401 -1.01106 -0.02497 0.5 0.2 0.0
C 0.09804 -2.48260 -0.22177 0.0 0.2 0.1
C -1.00794 -0.00579 -0.10770 1.1 1.1 -0.3
C -1.86075 -0.00442 -1.35934 0.3 0.1 0.2
N -1.80078 0.10709 1.05640 -0.2 0.0 0.4
N 0.22022 1.06550 -0.20883 -0.8 -0.6 -0.6
C 0.33747 2.25629 0.59111 -0.3 -0.2 0.3
H 2.93341 -1.02405 0.11799 0.1 0.0 0.0
H 2.81003 0.43324 1.11299 0.0 0.0 0.0
H 2.98996 0.58207 -0.63637 0.1 0.0 0.0
H -0.58224 -2.95902 0.48556 0.0 -0.1 0.0
H 1.09699 -2.89140 -0.07966 0.0 -0.1 0.0
H -0.23642 -2.74148 -1.22951 0.0 -0.1 0.0
H -1.21897 -0.00078 -2.23592 0.0 0.1 -0.1
H -2.50613 0.87165 -1.38474 -0.1 0.1 0.0
H -2.48090 -0.89828 -1.37279 -0.1 -0.1 0.0
H -1.24631 0.06255 1.90294 0.0 0.0 -0.1
H -2.37571 0.94157 1.05859 0.0 0.0 0.0
H -0.37020 3.00195 0.22494 0.1 0.1 0.1
H 0.14720 2.09044 1.66495 0.0 0.0 0.0
H 1.34680 2.66253 0.49992 0.0 0.0 -0.1
```
Forces are in eV/Å.

Lowest unoccupied orbital energy: 0.99 eV
HOMO energy: -7.3718 eV
SMILES string: CC1=C(C)[C@@](C)(N)N1C
ΔE to the lowest compared entry with this formula, charge and spin: 30.1 kcal/mol
Frontier orbital gap: 0.307 Eh
Maximum force: 1.6 eV/A

[3]
DFT (the ωB97M-V functional and the def2-TZVPD basis) results for an isolated molecule of C7H14N2.

Geometry as XYZ:
```
23
Properties=species:S:1:pos:R:3:forces:R:3
C 2.04818 1.54696 -0.45713 -0.7 0.0 0.7
C 2.52981 0.11858 -0.32673 0.0 -0.2 -0.2
C 1.79210 -0.65933 0.73946 -2.4 -1.2 0.1
N 0.27697 -0.88178 0.51895 0.4 0.0 -0.5
C -0.18862 -1.17435 -0.80560 0.0 0.5 0.6
C -1.42596 -0.68867 -0.96302 0.4 -0.7 -1.8
N -1.91038 -0.14812 0.21652 -0.6 1.0 -0.1
C -2.74182 1.01923 0.01841 -0.1 0.5 -0.6
C -0.75850 0.07665 1.03861 1.8 -1.5 2.0
H 2.11332 2.06647 0.50836 0.2 0.0 -0.2
H 0.95404 1.53313 -0.67857 0.9 0.2 -0.4
H 2.65913 2.07177 -1.18522 -0.3 0.3 -0.2
H 3.59578 0.06528 -0.02741 -0.3 0.1 -0.5
H 2.37199 -0.37070 -1.32678 0.4 0.2 1.0
H 2.18948 -1.67812 0.76152 0.1 0.0 0.0
H 1.87330 -0.30786 1.78198 0.2 0.3 -0.5
H 0.38420 -1.78700 -1.48174 0.1 0.1 0.0
H -2.04637 -0.64380 -1.87187 0.4 -0.4 0.7
H -3.58530 0.75419 -0.63469 -0.1 -0.1 0.6
H -3.06590 1.40900 0.98914 -0.2 0.0 -0.3
H -2.22834 1.81520 -0.56952 0.1 -0.1 0.6
H -0.31054 1.07883 1.03258 -0.5 0.4 -0.1
H -1.00200 -0.23151 2.08993 0.3 0.6 -0.7
```
Forces are in eV/Å.

Lowest unoccupied orbital energy: 1.10 eV
HOMO energy: -6.7400 eV
SMILES string: CCCN1C=CN(C)C1
ΔE to the lowest compared entry with this formula, charge and spin: 42.4 kcal/mol
Frontier orbital gap: 0.288 Eh
Maximum force: 3.0 eV/A

[4]
DFT (the ωB97M-V functional and the def2-TZVPD basis) results for an isolated molecule of C7H14N2.

Geometry as XYZ:
```
23
Properties=species:S:1:pos:R:3:forces:R:3
C -2.23867 0.38093 0.81776 -0.9 2.9 0.1
C -1.06714 -0.11400 0.05460 0.5 -2.3 3.0
C -0.55037 -1.52930 0.41612 -1.8 -1.4 -5.5
C 0.86127 -1.62424 -0.20660 -0.4 1.5 -3.1
C 1.29865 -0.12495 -0.30296 4.2 -4.1 2.4
N 1.97430 0.24341 0.98131 0.7 0.4 2.8
C 0.11338 0.53084 -0.46020 -1.5 5.1 -0.1
C 0.28574 1.99463 -0.34423 0.2 3.7 3.4
N -0.82003 0.00249 -1.32681 -3.0 -3.4 -3.9
H -2.07962 0.08429 1.97832 -1.1 0.5 -2.9
H -2.17033 1.67589 0.79382 -0.7 -3.9 0.1
H -3.19917 0.00513 0.14920 2.0 1.0 2.5
H -0.64175 -1.81460 1.37700 -0.2 -1.0 3.3
H -1.29091 -2.25076 -0.29454 1.6 1.3 2.3
H 0.96658 -1.99718 -1.30038 -1.1 0.4 1.5
H 1.60554 -2.21791 0.17558 1.4 -1.3 2.0
H 1.96106 0.00919 -1.19418 0.1 0.1 1.1
H 2.48842 1.10824 0.85598 0.3 -0.4 0.0
H 1.47776 0.42220 2.02226 0.8 -1.1 -4.3
H 1.15426 2.07604 0.65265 -3.6 0.5 -2.8
H -0.76018 2.62550 -0.06955 3.1 -1.7 -0.8
H 0.88200 2.56761 -1.08539 -0.8 -0.7 -0.2
H -0.69077 -1.09838 -1.48934 0.2 3.7 -1.1
```
Forces are in eV/Å.

Lowest unoccupied orbital energy: 0.83 eV
HOMO energy: -8.7547 eV
SMILES string: C[C@]12CC[C@H](N)[C@@]1(C)N2
ΔE to the lowest compared entry with this formula, charge and spin: 141.8 kcal/mol
Frontier orbital gap: 0.352 Eh
Maximum force: 6.3 eV/A

[5]
DFT (the ωB97M-V functional and the def2-TZVPD basis) results for a cluster of 2 separate species, C7H14N2 in total.

Geometry as XYZ:
```
23
Properties=species:S:1:pos:R:3:forces:R:3
C -1.31125 2.95165 -1.35481 -1.8 3.3 0.3
C -1.47087 1.51498 -1.17197 0.1 -2.9 3.6
C -1.31186 0.69912 0.01778 -1.3 0.4 -3.4
N -1.66545 -0.61358 -0.37193 -0.4 3.6 -2.1
C -2.06957 -0.54856 -1.76908 1.1 1.2 3.5
N -1.92012 0.71323 -2.13863 -0.8 -1.7 -2.3
H -0.45929 3.43848 -0.93716 0.7 -0.2 1.4
H -2.23056 3.69268 -1.03774 1.9 -2.2 -0.7
H -1.06195 3.23412 -2.35588 -0.6 -0.4 -1.2
H -1.30942 1.06393 1.02634 0.6 -0.4 0.3
H -1.68233 -1.30334 0.32061 -0.3 -1.5 0.5
H -2.52599 -1.42283 -2.25531 0.6 0.8 0.0
C 1.85723 0.08861 1.29203 3.6 -0.5 0.2
C 1.63659 -1.20940 0.52689 -4.0 0.7 -0.4
C 1.71060 -2.50491 1.28540 -1.1 0.3 1.7
H 2.94317 0.00192 1.76558 -2.0 0.3 -0.8
H 1.19868 0.01960 2.09204 -1.2 0.7 1.7
H 1.86643 1.08068 0.77523 -0.5 -1.2 0.1
H 0.60219 -1.26748 0.10875 0.3 0.8 0.6
H 2.05245 -1.07978 -0.39644 2.4 -0.7 -2.3
H 2.00408 -2.20378 2.29149 0.4 -0.7 0.2
H 0.79379 -3.15835 1.43143 0.4 1.4 -0.4
H 2.35347 -3.18701 0.85539 2.0 -1.3 -0.6
```
Forces are in eV/Å.

Lowest unoccupied orbital energy: 0.84 eV
HOMO energy: -8.3045 eV
SMILES string: Cc1c[nH]cn1.CCC
ΔE to the lowest compared entry with this formula, charge and spin: 54.5 kcal/mol
Frontier orbital gap: 0.336 Eh
Maximum force: 4.6 eV/A

[6]
DFT (the ωB97M-V functional and the def2-TZVPD basis) results for an isolated molecule of C7H14N2.

Geometry as XYZ:
```
23
Properties=species:S:1:pos:R:3:forces:R:3
C 1.89627 -2.55043 -0.44648 -0.7 -0.9 -0.4
C 1.37854 -1.52884 -0.07895 1.1 -0.5 -0.9
C 1.02221 -0.23092 0.37930 -3.4 1.9 -3.1
N 1.74946 0.91980 -0.16519 -0.2 -0.5 3.7
N 3.01254 1.17096 0.46142 -0.2 -0.2 -1.2
C -0.79690 0.09948 -0.03828 1.8 -1.5 1.6
C -1.01882 1.61050 -0.23785 -0.4 -0.1 1.6
C -1.54053 -0.49101 1.22147 1.8 -1.1 0.0
C -1.10818 -0.75620 -1.25352 -1.4 0.3 0.6
H 2.03625 -3.53933 -0.84618 0.3 0.4 0.2
H 1.00468 -0.38140 1.40314 0.2 1.1 2.4
H 1.79687 0.93381 -1.13618 0.4 -0.1 -1.8
H 2.83063 1.32326 1.45096 0.3 -0.3 -0.3
H 3.62163 0.37761 0.24609 0.0 0.2 0.9
H -1.80742 1.95825 -0.93184 0.3 -0.7 0.2
H -1.22721 2.07425 0.77007 0.1 -0.4 -1.0
H -0.07701 2.02211 -0.52512 0.5 0.5 -0.5
H -2.53995 -0.86747 1.01078 -0.3 0.5 -0.1
H -1.52947 0.21162 2.06970 -0.1 -0.3 -0.3
H -0.99386 -1.44413 1.56394 -0.6 1.3 -0.4
H -0.66722 -1.75324 -1.28780 0.4 0.3 0.0
H -2.18393 -0.97239 -1.11147 0.2 0.2 -0.8
H -0.94493 -0.15788 -2.14625 0.0 -0.4 -0.3
```
Forces are in eV/Å.

Lowest unoccupied orbital energy: 0.89 eV
HOMO energy: -8.7867 eV
SMILES string: C#C[C@@H](NN)C(C)(C)C
ΔE to the lowest compared entry with this formula, charge and spin: 105.7 kcal/mol
Frontier orbital gap: 0.356 Eh
Maximum force: 5.0 eV/A